C4H11N2O as an isolated structure at a distorted geometry, computed with wB97M-V/def2-TZVPD.

LUMO in Ha: -0.106
Kohn-Sham gap in eV: 12.2137
Charge: +1
2S+1: 1
HOMO in eV: -15.104

Element x y z (Å)
1 C -0.34 -2.04 0.68
2 C 0.35 -0.88 -0.02
3 C -0.71 0.19 -0.38
4 C -0.23 1.60 -0.50
5 N -0.73 2.44 -1.41
6 O 0.75 1.90 0.23
7 N 1.39 -0.24 0.87
8 H 0.38 -2.81 0.94
9 H -0.94 -1.75 1.53
10 H -0.95 -2.60 -0.02
11 H 0.90 -1.28 -0.86
12 H -1.50 0.11 0.38
13 H -1.21 -0.20 -1.28
14 H -1.70 2.36 -1.63
15 H -0.28 3.27 -1.75
16 H 2.34 -0.48 0.65
17 H 1.20 0.88 0.70
18 H 1.28 -0.47 1.86

---

C19H43BiN2OP3S as an isolated structure at a distorted geometry, computed with wB97M-V/def2-TZVPD.

LUMO in Ha: -0.410
Kohn-Sham gap in eV: 3.8449
Charge: +3
2S+1: 1
HOMO in eV: -15.004

Element x y z (Å)
1 Bi -0.19 -0.41 0.35
2 P 1.09 -1.53 2.34
3 P 2.36 0.05 -1.03
4 P -2.70 -0.93 0.99
5 H -0.06 -1.69 -3.95
6 C -1.08 -1.32 -3.79
7 C -1.41 -0.02 -3.82
8 H -0.67 0.75 -4.03
9 C 1.45 -3.30 2.00
10 C 2.71 -0.78 2.73
11 C 0.06 -1.48 3.85
12 C 2.34 0.64 -2.75
13 C 3.41 1.28 -0.22
14 C 3.53 -1.38 -1.20
15 C -3.88 -0.47 -0.31
16 C -3.34 -0.08 2.46
17 C -2.74 -2.69 1.47
18 H -1.83 -2.09 -3.57
19 H -2.42 0.31 -3.59
20 H 1.92 -3.79 2.87
21 H 2.14 -3.36 1.14
22 H 0.52 -3.81 1.75
23 H 3.10 -1.18 3.68
24 H 2.59 0.30 2.82
25 H 3.43 -1.00 1.93
26 H 0.62 -1.85 4.72
27 H -0.85 -2.09 3.72
28 H -0.24 -0.44 4.04
29 H 3.34 0.45 -3.15
30 H 2.15 1.72 -2.74
31 H 1.58 0.13 -3.35
32 H 4.42 1.14 -0.59
33 H 3.39 1.17 0.87
34 H 3.05 2.28 -0.50
35 H 4.42 -0.97 -1.71
36 H 3.06 -2.17 -1.81
37 H 3.80 -1.76 -0.20
38 H -4.83 -1.00 -0.12
39 H -3.52 -0.74 -1.32
40 H -4.07 0.61 -0.30
41 H -4.33 -0.51 2.67
42 H -3.44 1.00 2.27
43 H -2.67 -0.25 3.31
44 H -3.79 -2.94 1.70
45 H -2.13 -2.86 2.37
46 H -2.40 -3.33 0.64
47 C -4.32 -4.41 -2.97
48 C -4.49 -5.78 -2.73
49 C -4.93 -6.65 -3.71
50 C -5.29 -6.14 -4.97
51 C -5.31 -4.75 -5.18
52 C -4.86 -3.89 -4.17
53 S -3.49 -3.47 -1.79
54 H -2.15 -3.43 -2.22
55 H -4.26 -6.14 -1.73
56 H -5.02 -7.72 -3.51
57 H -5.55 -6.82 -5.79
58 H -5.70 -4.36 -6.14
59 H -4.94 -2.81 -4.28
60 C 0.80 3.95 2.86
61 N -0.47 3.88 2.14
62 C -0.85 2.81 1.44
63 N -1.95 2.92 0.63
64 O -0.26 1.68 1.56
65 H 0.83 3.12 3.59
66 H 0.84 4.91 3.40
67 H 1.65 3.90 2.14
68 H -1.01 4.74 2.01
69 H -2.11 2.16 -0.01
70 H -2.37 3.83 0.47

---

One molecule with the formula C4H8O2, computed with wB97M-V/def2-TZVPD.

LUMO in Ha: 0.032
Kohn-Sham gap in eV: 10.7057
2S+1: 1
HOMO in eV: -9.826
Structure (SMILES): C[C@H]1OC[C@H]1O

Element x y z (Å)
1 C 1.56 0.66 0.07
2 C 0.61 -0.52 0.07
3 O -0.04 -0.80 1.32
4 C -1.35 -0.52 0.78
5 C -0.76 -0.37 -0.63
6 O -1.06 0.75 -1.41
7 H 1.19 1.56 0.58
8 H 2.50 0.38 0.56
9 H 1.78 0.93 -0.97
10 H 1.16 -1.40 -0.29
11 H -1.78 0.40 1.20
12 H -2.05 -1.35 0.94
13 H -0.97 -1.24 -1.26
14 H -0.76 1.54 -0.95

---

A 2-piece molecular cluster, C4H15N2OS overall, computed with wB97M-V/def2-TZVPD.

LUMO in Ha: -0.121
Kohn-Sham gap in eV: 9.4563
Charge: +1
2S+1: 1
HOMO in eV: -12.736

Element x y z (Å)
1 C 1.25 1.09 -1.16
2 C 1.77 0.55 -2.48
3 S 1.63 1.86 -3.73
4 N 1.79 0.32 0.01
5 H 0.17 1.02 -1.11
6 H 1.54 2.13 -1.01
7 H 1.18 -0.32 -2.77
8 H 2.81 0.23 -2.39
9 H 2.24 1.17 -4.70
10 H 1.11 0.41 0.82
11 H 2.70 0.68 0.29
12 H 1.90 -0.67 -0.21
13 C -2.82 -1.81 1.61
14 N -1.50 -1.22 1.40
15 C -1.44 0.17 1.72
16 O -0.08 0.56 1.97
17 H -3.08 -1.70 2.67
18 H -2.76 -2.88 1.41
19 H -3.60 -1.36 0.99
20 H -1.21 -1.38 0.44
21 H -1.80 0.85 0.94
22 H -2.03 0.34 2.62
23 H 0.24 -0.07 2.65

---

One molecule with the formula C6H12OSe at a distorted geometry, computed with wB97M-V/def2-TZVPD.

LUMO (alpha / beta) in Ha: 0.033 / -0.083
Kohn-Sham gap (alpha / beta) in eV: 5.0531 / 7.0761
2S+1: 3
HOMO (alpha / beta) in eV: -4.159 / -9.337

Element x y z (Å)
1 C 0.57 -0.54 -0.34
2 C -1.46 1.83 0.62
3 C 0.83 0.87 0.17
4 C -0.74 -1.12 0.31
5 C 2.13 1.28 -0.56
6 C -1.24 -2.49 -0.17
7 O -0.07 1.87 -0.13
8 Se -2.30 0.09 -0.10
9 H 0.40 -0.43 -1.52
10 H 1.48 -1.03 -0.25
11 H -1.25 1.54 1.62
12 H -1.99 2.83 0.55
13 H 1.01 0.86 1.22
14 H -0.60 -1.06 1.37
15 H 1.84 1.16 -1.61
16 H 2.91 0.58 -0.12
17 H 2.29 2.33 -0.40
18 H -1.39 -2.56 -1.19
19 H -1.97 -2.78 0.55
20 H -0.47 -3.21 -0.01

---

A 2-piece molecular cluster, C26H29Cl2FN3 overall at a distorted geometry, computed with wB97M-V/def2-TZVPD.

LUMO in Ha: -0.090
Kohn-Sham gap in eV: 9.0174
Charge: +1
2S+1: 1
HOMO in eV: -11.463

Element x y z (Å)
1 C -6.72 -0.44 1.91
2 C -5.31 -0.42 1.42
3 C -4.85 0.71 0.73
4 C -3.53 0.78 0.27
5 C -3.05 2.02 -0.39
6 C -2.70 -0.32 0.48
7 N -1.37 -0.25 -0.08
8 C -0.26 -0.11 0.62
9 N 0.85 -0.17 -0.10
10 C 2.20 -0.14 0.43
11 C 2.68 -1.13 1.31
12 C 1.85 -2.26 1.83
13 C 4.00 -1.07 1.73
14 C 4.84 -0.01 1.36
15 C 6.23 0.10 1.90
16 C 4.35 0.95 0.48
17 C 3.03 0.91 0.03
18 C 2.56 2.04 -0.83
19 C 0.47 -0.20 -1.53
20 C -1.03 -0.30 -1.52
21 C -3.13 -1.46 1.16
22 C -2.26 -2.66 1.39
23 C -4.45 -1.50 1.63
24 H -6.98 -1.40 2.37
25 H -6.88 0.35 2.66
26 H -7.42 -0.24 1.09
27 H -5.53 1.55 0.57
28 H -1.98 1.97 -0.65
29 H -3.61 2.22 -1.31
30 H -3.18 2.90 0.25
31 H 2.51 -2.89 2.45
32 H 1.04 -1.94 2.52
33 H 1.42 -2.89 1.03
34 H 4.39 -1.86 2.37
35 H 6.70 1.02 1.52
36 H 6.23 0.15 3.00
37 H 6.86 -0.75 1.61
38 H 5.00 1.77 0.16
39 H 3.28 2.86 -0.74
40 H 2.53 1.77 -1.90
41 H 1.58 2.44 -0.52
42 H 0.80 0.71 -2.03
43 H 0.93 -1.07 -2.03
44 H -1.40 -1.24 -1.94
45 H -1.52 0.54 -2.04
46 H -2.87 -3.45 1.85
47 H -1.84 -3.07 0.46
48 H -1.43 -2.47 2.10
49 H -4.79 -2.39 2.17
50 Cl -2.24 -0.72 5.39
51 C -0.74 -0.39 6.15
52 N 0.32 -0.42 5.35
53 F -0.27 0.30 1.85
54 C 1.50 -0.07 5.87
55 Cl 2.79 0.04 4.75
56 C 1.69 0.20 7.23
57 C 0.58 0.18 8.08
58 C -0.67 -0.10 7.52
59 H 2.70 0.41 7.56
60 H 0.69 0.36 9.14
61 H -1.59 -0.12 8.09

---

One molecule with the formula C16H18N2O4 at a distorted geometry, computed with wB97M-V/def2-TZVPD.

LUMO in Ha: 0.019
Kohn-Sham gap in eV: 8.8098
2S+1: 1
HOMO in eV: -8.285
Structure (SMILES): CCOc1ccc(/C=N/OCC(=O)NCc2ccco2)cc1

Element x y z (Å)
1 C 4.81 1.00 0.72
2 C 4.89 -0.21 -0.21
3 O 3.76 -0.31 -1.05
4 C 2.58 -0.76 -0.57
5 C 2.36 -1.26 0.71
6 C 1.10 -1.69 1.08
7 C 0.02 -1.63 0.20
8 C -1.30 -2.01 0.65
9 N -2.31 -1.79 -0.08
10 O -3.54 -2.12 0.48
11 C -4.61 -1.56 -0.27
12 C -4.58 -0.03 -0.26
13 O -5.46 0.65 0.22
14 N -3.49 0.47 -0.88
15 C -3.06 1.84 -0.73
16 C -1.70 1.89 -0.13
17 C -0.49 2.25 -0.65
18 C 0.47 2.03 0.37
19 C -0.23 1.55 1.43
20 O -1.54 1.46 1.14
21 C 0.25 -1.14 -1.09
22 C 1.50 -0.71 -1.47
23 H 3.96 0.92 1.39
24 H 5.72 1.06 1.32
25 H 4.71 1.91 0.14
26 H 5.73 -0.10 -0.89
27 H 5.03 -1.14 0.36
28 H 3.16 -1.32 1.43
29 H 0.95 -2.07 2.08
30 H -1.39 -2.44 1.65
31 H -4.59 -1.93 -1.31
32 H -5.51 -1.91 0.23
33 H -2.76 -0.21 -1.10
34 H -3.04 2.34 -1.71
35 H -3.80 2.34 -0.09
36 H -0.30 2.62 -1.64
37 H 1.52 2.20 0.31
38 H 0.07 1.24 2.41
39 H -0.57 -1.10 -1.79
40 H 1.69 -0.33 -2.46

---

A 2-piece molecular cluster, C5H9NO2 overall at a distorted geometry, computed with wB97M-V/def2-TZVPD.

LUMO in Ha: 0.022
Kohn-Sham gap in eV: 8.3214
2S+1: 1
HOMO in eV: -7.716
Structure (SMILES): C=CC(=O)O.C=CN

Element x y z (Å)
1 C 1.02 1.28 1.32
2 C 1.48 0.39 0.45
3 C 1.23 0.54 -1.10
4 O 0.48 1.32 -1.64
5 O 2.11 -0.21 -1.78
6 H 1.42 1.34 2.32
7 H 0.13 1.84 1.08
8 H 2.34 -0.22 0.68
9 H 2.05 -0.03 -2.73
10 C -1.25 -1.58 1.04
11 C -1.71 -0.46 0.45
12 N -1.65 -0.22 -0.93
13 H -0.41 -2.11 0.62
14 H -1.59 -1.85 2.02
15 H -2.53 0.08 0.91
16 H -2.22 0.55 -1.27
17 H -0.89 -0.65 -1.43

---

C29H28F6N8O3PRbSSbSe2 as an isolated structure at a distorted geometry, computed with wB97M-V/def2-TZVPD.

LUMO (alpha / beta) in Ha: 0.001 / -0.072
Kohn-Sham gap (alpha / beta) in eV: 8.1724 / 6.1830
2S+1: 2
HOMO (alpha / beta) in eV: -8.147 / -8.146

Element x y z (Å)
1 Rb -0.81 1.88 -0.92
2 O 3.41 3.59 -2.07
3 C 2.87 2.51 -2.02
4 N 2.67 1.83 -0.83
5 C 3.30 2.41 0.33
6 C 2.49 2.24 1.59
7 C 2.74 3.04 2.70
8 C 2.02 2.80 3.86
9 C 1.07 1.79 3.86
10 C 0.88 1.06 2.71
11 N 1.59 1.26 1.60
12 C 2.32 1.84 -3.24
13 C 2.33 2.46 -4.48
14 C 1.74 1.78 -5.53
15 C 1.17 0.54 -5.31
16 C 1.23 -0.01 -4.04
17 N 1.80 0.65 -3.04
18 H 3.45 3.48 0.13
19 H 4.30 1.98 0.48
20 H 3.47 3.83 2.64
21 H 2.18 3.41 4.74
22 H 0.44 1.60 4.72
23 H 0.12 0.29 2.66
24 H 2.77 3.44 -4.58
25 H 1.69 2.23 -6.51
26 H 0.67 0.01 -6.10
27 H 0.80 -0.97 -3.80
28 Se 2.56 -0.10 -0.74
29 P 0.00 -2.31 1.22
30 Se -1.78 -2.10 2.32
31 C 0.02 -3.69 0.05
32 C 1.23 -4.16 -0.46
33 C 1.24 -5.19 -1.38
34 C 0.05 -5.76 -1.79
35 C -1.16 -5.31 -1.28
36 C -1.17 -4.27 -0.36
37 C 1.41 -2.63 2.30
38 C 1.31 -3.80 3.06
39 C 2.32 -4.16 3.92
40 C 3.46 -3.37 4.03
41 C 3.57 -2.21 3.28
42 C 2.55 -1.84 2.41
43 H 2.16 -3.72 -0.13
44 H 2.18 -5.55 -1.77
45 H 0.06 -6.58 -2.51
46 H -2.09 -5.77 -1.59
47 H -2.11 -3.93 0.07
48 H 0.42 -4.41 2.99
49 H 2.23 -5.06 4.51
50 H 4.25 -3.65 4.71
51 H 4.44 -1.59 3.37
52 H 2.63 -0.92 1.86
53 F -1.77 1.17 -3.23
54 Sb -2.04 2.98 -3.78
55 F -0.30 3.30 -3.11
56 F -1.38 2.53 -5.49
57 F -2.26 4.77 -4.30
58 F -3.82 2.50 -4.23
59 F -2.65 3.42 -2.03
60 S -0.96 3.95 2.11
61 C -2.23 2.94 2.49
62 N -3.40 3.05 1.77
63 C -4.46 2.26 1.95
64 C -4.43 1.32 2.94
65 C -3.23 1.26 3.68
66 N -2.19 2.03 3.49
67 H -3.38 3.71 1.00
68 H -5.29 2.42 1.27
69 H -5.26 0.66 3.12
70 H -3.13 0.52 4.47
71 O 0.13 -0.97 0.30
72 N 1.07 -1.01 -0.80
73 N -3.56 -1.18 -0.61
74 C -3.74 0.14 -0.87
75 N -4.60 0.46 -1.88
76 O -3.16 1.01 -0.23
77 H -4.16 -1.88 -1.01
78 H -3.04 -1.42 0.22
79 H -4.79 -0.24 -2.58
80 H -4.47 1.39 -2.26

---

One molecule with the formula C17H21N3O4, computed with wB97M-V/def2-TZVPD.

LUMO in Ha: 0.022
Kohn-Sham gap in eV: 8.4449
2S+1: 1
HOMO in eV: -7.860
Structure (SMILES): CCOc1cc(C(=O)Nc2ncccn2)cc(OCC)c1OCC

Element x y z (Å)
1 C -4.35 -3.04 0.93
2 C -2.92 -2.84 0.45
3 O -2.75 -1.46 0.19
4 C -1.54 -1.01 -0.27
5 C -0.47 -1.86 -0.50
6 C 0.74 -1.36 -0.97
7 C 1.83 -2.31 -1.25
8 O 1.67 -3.39 -1.77
9 N 3.12 -1.90 -0.95
10 C 3.56 -1.02 0.01
11 N 2.68 -0.45 0.83
12 C 3.17 0.38 1.74
13 C 4.53 0.65 1.85
14 C 5.35 -0.01 0.95
15 N 4.88 -0.84 0.04
16 C 0.87 -0.01 -1.27
17 C -0.19 0.85 -1.05
18 O -0.20 2.18 -1.32
19 C 0.99 2.82 -1.75
20 C 1.99 3.04 -0.62
21 C -1.41 0.36 -0.52
22 O -2.35 1.32 -0.35
23 C -3.48 1.12 0.48
24 C -4.13 2.48 0.69
25 H -4.53 -4.09 1.15
26 H -4.53 -2.45 1.83
27 H -5.05 -2.71 0.17
28 H -2.22 -3.17 1.22
29 H -2.75 -3.42 -0.46
30 H -0.54 -2.92 -0.32
31 H 3.86 -2.46 -1.35
32 H 2.44 0.82 2.40
33 H 4.92 1.33 2.59
34 H 6.43 0.12 0.95
35 H 1.80 0.35 -1.69
36 H 1.45 2.26 -2.57
37 H 0.65 3.78 -2.14
38 H 2.86 3.57 -1.00
39 H 1.53 3.64 0.16
40 H 2.30 2.10 -0.18
41 H -3.17 0.69 1.44
42 H -4.19 0.43 0.00
43 H -3.42 3.15 1.17
44 H -4.41 2.90 -0.26
45 H -5.01 2.37 1.32

---

A 4-piece molecular cluster, C4H15N2O5 overall at a distorted geometry, computed with wB97M-V/def2-TZVPD.

LUMO in Ha: 0.135
Kohn-Sham gap in eV: 8.0292
Charge: -1
2S+1: 1
HOMO in eV: -4.366

Element x y z (Å)
1 C 0.82 2.03 0.88
2 N 2.16 1.61 0.48
3 C 2.33 0.77 -0.66
4 O 1.66 -0.53 -0.48
5 C 0.10 1.07 1.85
6 N -0.51 -0.02 1.14
7 C -1.84 -0.20 1.33
8 O -2.56 -0.78 0.52
9 H 0.91 3.03 1.32
10 H 0.21 2.06 -0.03
11 H 2.69 1.21 1.24
12 H 3.35 0.44 -0.79
13 H 1.73 1.14 -1.53
14 H -0.65 1.56 2.50
15 H 0.74 0.71 2.70
16 H -1.65 -0.76 -1.88
17 H -2.21 -0.04 2.36
18 H -0.56 -0.47 -2.96
19 H 0.97 -0.75 -2.81
20 O 0.30 -0.32 -3.37
21 H -1.32 -3.57 -0.33
22 H -0.70 -2.85 0.78
23 O -1.18 -3.69 0.62
24 H 0.83 -0.42 0.06
25 H -3.02 -0.74 -1.05
26 O -2.57 -0.51 -1.91

---

A 2-piece molecular cluster, C5H12FP overall at a distorted geometry, computed with wB97M-V/def2-TZVPD.

LUMO (alpha / beta) in Ha: 0.004 / 0.002
Kohn-Sham gap (alpha / beta) in eV: 7.9475 / 7.7372
2S+1: 1
HOMO (alpha / beta) in eV: -7.831 / -7.691

Element x y z (Å)
1 C -0.46 1.78 0.51
2 C -2.38 0.07 -0.19
3 C 2.20 0.44 0.14
4 C 0.04 -0.69 1.58
5 C 0.29 -0.76 -1.55
6 F -0.69 2.68 -0.42
7 P 0.30 0.30 0.06
8 H -2.99 0.49 -0.92
9 H -2.74 0.27 0.84
10 H -2.31 -1.00 -0.55
11 H 2.50 1.45 -0.41
12 H 2.45 0.73 1.26
13 H 2.67 -0.47 -0.34
14 H 0.15 -1.72 1.39
15 H 0.90 -0.33 2.19
16 H -0.93 -0.60 1.93
17 H 0.41 -0.02 -2.29
18 H 1.26 -1.33 -1.61
19 H -0.66 -1.28 -1.62

---

What E values result from the calculations? In sequence: -9348.2841 -69943.6687 -8371.3883 -20247.5032 -73804.0444 -59660.5346 -28052.0679 -10914.2091 -222910.2623 -30629.6824 -17609.5186 -17379.4913 eV.